[1]
Below is a 12-piece molecular cluster, C79H182N10O17 overall, with properties calculated with ωB97M-V with the def2-TZVPD basis set.

Cartesian coordinates (Å):
C (4.708, -18.225, 30.553)
C (5.007, -16.783, 30.163)
C (5.384, -16.007, 31.446)
C (6.298, -16.729, 29.262)
C (6.139, -17.155, 27.780)
C (4.984, -16.379, 27.197)
C (3.673, -16.478, 27.919)
C (2.741, -15.423, 27.376)
C (2.958, -17.832, 27.680)
N (3.862, -16.114, 29.408)
O (2.636, -16.355, 30.135)
H (5.579, -18.723, 30.924)
H (3.914, -18.245, 31.338)
H (4.301, -18.765, 29.744)
H (4.506, -16.044, 32.148)
H (6.211, -16.442, 31.915)
H (5.759, -14.946, 31.254)
H (6.599, -15.670, 29.191)
H (7.148, -17.263, 29.720)
H (7.056, -16.839, 27.241)
H (5.962, -18.227, 27.594)
H (4.755, -16.603, 26.139)
H (5.245, -15.329, 27.192)
H (1.715, -15.383, 27.823)
H (2.597, -15.456, 26.265)
H (3.232, -14.453, 27.503)
H (3.581, -18.712, 27.841)
H (2.696, -17.842, 26.603)
H (2.057, -17.901, 28.341)
H (2.113, -15.603, 29.906)
C (5.950, -29.591, 19.445)
C (6.429, -29.325, 20.875)
C (5.918, -30.410, 21.830)
C (8.008, -29.418, 20.901)
C (8.741, -28.154, 20.382)
C (8.181, -26.841, 20.927)
C (6.625, -26.804, 20.717)
C (6.095, -25.561, 21.521)
C (6.227, -26.544, 19.265)
N (6.122, -28.010, 21.334)
O (4.694, -27.933, 21.304)
H (6.333, -29.100, 18.558)
H (6.112, -30.707, 19.293)
H (4.842, -29.373, 19.282)
H (6.543, -30.345, 22.767)
H (4.888, -30.354, 22.069)
H (6.105, -31.450, 21.487)
H (8.366, -29.655, 21.921)
H (8.260, -30.299, 20.323)
H (9.835, -28.178, 20.437)
H (8.510, -28.113, 19.312)
H (8.589, -25.928, 20.527)
H (8.421, -26.743, 21.988)
H (6.837, -24.728, 21.604)
H (5.989, -25.888, 22.521)
H (5.139, -25.210, 21.135)
H (5.184, -26.820, 18.978)
H (6.836, -27.080, 18.616)
H (6.343, -25.515, 18.971)
H (4.542, -27.506, 22.167)
C (9.050, -19.984, 21.650)
C (9.044, -18.439, 21.779)
C (10.471, -17.927, 22.070)
C (8.598, -17.917, 20.339)
C (8.043, -16.533, 20.347)
C (7.005, -16.361, 21.383)
C (7.517, -16.743, 22.825)
C (8.497, -15.583, 23.191)
C (6.376, -16.752, 23.850)
N (8.025, -18.105, 22.739)
O (8.710, -18.344, 24.017)
H (9.920, -20.383, 22.190)
H (8.080, -20.363, 22.065)
H (9.248, -20.332, 20.650)
H (10.405, -16.869, 22.161)
H (10.787, -18.425, 23.032)
H (11.181, -18.231, 21.280)
H (9.297, -18.069, 19.504)
H (7.727, -18.590, 20.220)
H (8.883, -15.824, 20.362)
H (7.554, -16.365, 19.421)
H (6.175, -16.969, 21.004)
H (6.573, -15.336, 21.385)
H (8.003, -14.626, 23.368)
H (9.111, -15.363, 22.327)
H (9.134, -15.864, 24.022)
H (5.525, -17.388, 23.439)
H (6.014, -15.757, 23.999)
H (6.675, -17.290, 24.695)
H (7.970, -18.727, 24.549)
C (4.022, -25.362, 24.431)
C (2.800, -24.775, 25.079)
C (1.678, -25.810, 25.008)
C (3.274, -24.531, 26.527)
C (2.195, -23.837, 27.382)
C (1.943, -22.453, 26.765)
C (1.541, -22.463, 25.255)
C (0.078, -22.952, 25.238)
C (1.584, -21.100, 24.608)
N (2.507, -23.374, 24.542)
O (1.960, -23.587, 23.229)
H (3.769, -25.465, 23.373)
H (4.111, -26.346, 24.767)
H (4.867, -24.787, 24.532)
H (1.748, -26.570, 25.783)
H (1.760, -26.315, 24.044)
H (0.700, -25.402, 25.067)
H (3.644, -25.498, 26.934)
H (4.188, -23.863, 26.493)
H (2.423, -23.844, 28.479)
H (1.355, -24.528, 27.287)
H (2.883, -21.914, 26.887)
H (1.161, -21.908, 27.237)
H (-0.174, -23.398, 24.224)
H (-0.256, -23.661, 25.959)
H (-0.536, -22.039, 25.396)
H (1.166, -21.324, 23.628)
H (0.967, -20.355, 25.158)
H (2.628, -20.669, 24.469)
H (2.626, -23.124, 22.611)
C (10.938, -11.941, 27.209)
C (10.470, -12.800, 28.414)
C (10.426, -11.948, 29.723)
C (8.969, -13.251, 28.304)
C (8.704, -14.424, 27.354)
C (9.631, -15.537, 27.742)
C (11.110, -15.154, 27.712)
C (11.908, -16.368, 28.250)
C (11.526, -14.902, 26.255)
N (11.260, -13.998, 28.632)
O (12.704, -13.605, 28.651)
H (10.527, -10.917, 27.398)
H (12.021, -11.880, 27.221)
H (10.536, -12.310, 26.221)
H (10.076, -12.679, 30.491)
H (11.396, -11.443, 29.901)
H (9.520, -11.289, 29.634)
H (8.648, -13.504, 29.310)
H (8.370, -12.373, 28.045)
H (7.700, -14.729, 27.496)
H (8.779, -14.035, 26.337)
H (9.574, -16.347, 27.008)
H (9.323, -15.866, 28.731)
H (11.631, -17.255, 27.612)
H (11.541, -16.634, 29.236)
H (12.987, -16.110, 28.295)
H (11.825, -15.864, 25.740)
H (12.339, -14.243, 26.089)
H (10.696, -14.544, 25.658)
H (13.075, -13.825, 29.505)
C (2.566, -17.545, 23.265)
O (3.107, -17.272, 22.022)
C (2.124, -17.202, 21.062)
C (2.848, -16.766, 19.829)
N (3.707, -15.634, 20.093)
C (3.100, -14.365, 20.440)
C (4.038, -13.309, 21.020)
O (4.343, -13.636, 22.317)
C (3.238, -13.473, 23.198)
H (2.035, -18.545, 23.345)
H (1.860, -16.713, 23.530)
H (3.301, -17.464, 24.072)
H (1.310, -16.547, 21.423)
H (1.635, -18.187, 20.982)
H (2.288, -16.482, 18.947)
H (3.449, -17.577, 19.467)
H (4.310, -15.849, 20.847)
H (2.369, -14.394, 21.292)
H (2.611, -13.941, 19.547)
H (3.493, -12.335, 20.976)
H (4.930, -13.182, 20.396)
H (2.829, -12.489, 23.072)
H (3.749, -13.567, 24.165)
H (2.446, -14.155, 23.103)
C (2.616, -28.141, 28.140)
O (3.683, -27.244, 28.339)
C (4.899, -27.837, 27.966)
C (5.967, -26.804, 28.174)
N (6.041, -26.434, 29.577)
C (6.830, -25.335, 29.989)
C (6.433, -23.903, 29.549)
O (5.283, -23.680, 30.318)
C (4.699, -22.410, 30.092)
H (2.795, -29.110, 28.622)
H (2.381, -28.384, 27.098)
H (1.708, -27.764, 28.660)
H (4.914, -28.135, 26.880)
H (5.040, -28.709, 28.623)
H (5.808, -25.937, 27.538)
H (6.927, -27.269, 27.977)
H (5.028, -26.255, 29.826)
H (7.815, -25.477, 29.615)
H (6.885, -25.266, 31.104)
H (6.403, -23.726, 28.470)
H (7.248, -23.257, 29.906)
H (4.575, -22.266, 29.010)
H (5.379, -21.588, 30.427)
H (3.720, -22.345, 30.608)
C (3.802, -16.049, 13.528)
O (4.665, -16.424, 14.540)
C (4.265, -15.926, 15.861)
C (5.235, -16.512, 16.912)
N (5.080, -17.991, 16.971)
C (6.081, -18.502, 17.993)
C (6.034, -20.002, 18.111)
O (6.876, -20.540, 19.103)
C (6.565, -21.867, 19.311)
H (4.300, -16.184, 12.594)
H (3.562, -14.959, 13.602)
H (2.818, -16.556, 13.567)
H (3.229, -16.298, 16.017)
H (4.340, -14.857, 15.894)
H (4.874, -16.040, 17.841)
H (6.263, -16.224, 16.662)
H (5.295, -18.320, 16.066)
H (5.678, -18.033, 18.879)
H (7.069, -18.207, 17.688)
H (6.254, -20.394, 17.171)
H (4.967, -20.264, 18.354)
H (7.145, -22.191, 20.165)
H (6.701, -22.474, 18.382)
H (5.528, -22.006, 19.598)
C (-1.115, -18.530, 26.395)
O (-1.075, -18.772, 24.967)
C (-2.302, -18.408, 24.392)
C (-2.391, -19.048, 23.026)
N (-1.355, -18.588, 22.151)
C (-1.183, -19.199, 20.817)
C (-1.464, -20.669, 20.679)
O (-0.310, -21.463, 21.265)
C (-0.418, -22.871, 21.042)
H (-1.210, -17.434, 26.597)
H (-0.161, -18.927, 26.671)
H (-2.007, -19.102, 26.850)
H (-2.260, -17.284, 24.216)
H (-3.227, -18.546, 25.024)
H (-3.327, -18.798, 22.548)
H (-2.457, -20.175, 23.189)
H (-0.507, -18.592, 22.736)
H (-0.231, -18.871, 20.360)
H (-1.960, -18.768, 20.217)
H (-1.536, -20.877, 19.614)
H (-2.344, -20.915, 21.240)
H (-0.194, -23.133, 19.984)
H (-1.430, -23.212, 21.208)
H (0.256, -23.411, 21.681)
C (8.895, -20.360, 26.342)
O (7.532, -20.159, 26.175)
C (6.684, -21.161, 26.695)
C (5.360, -21.165, 25.889)
N (5.542, -21.714, 24.573)
C (5.443, -20.763, 23.465)
C (5.177, -21.477, 22.183)
O (3.796, -21.869, 22.029)
C (3.106, -20.911, 21.305)
H (9.277, -21.320, 25.928)
H (9.042, -20.314, 27.434)
H (9.480, -19.571, 25.905)
H (6.433, -20.785, 27.733)
H (7.117, -22.197, 26.722)
H (4.956, -20.139, 25.866)
H (4.691, -21.872, 26.350)
H (4.804, -22.348, 24.491)
H (6.391, -20.167, 23.389)
H (4.673, -20.037, 23.566)
H (5.681, -22.437, 22.131)
H (5.531, -20.810, 21.340)
H (3.658, -20.521, 20.422)
H (2.845, -20.087, 21.991)
H (2.106, -21.223, 20.928)
C (9.910, -24.335, 24.748)
C (8.708, -24.109, 23.930)
O (7.588, -23.799, 24.795)
H (9.566, -25.056, 25.508)
H (10.098, -23.444, 25.302)
H (10.813, -24.600, 24.171)
H (8.399, -25.048, 23.382)
H (8.859, -23.244, 23.230)
H (6.935, -23.143, 24.394)
C (0.727, -20.789, 17.827)
C (1.986, -20.356, 17.134)
O (2.749, -19.421, 17.895)
H (0.227, -21.630, 17.275)
H (0.018, -19.978, 17.935)
H (0.883, -21.208, 18.788)
H (1.859, -20.061, 16.065)
H (2.532, -21.332, 17.025)
H (3.332, -18.995, 17.249)

Results
SMILES: CC1(C)CCCC(C)(C)N1O.CC1(C)CCCC(C)(C)N1O.CC1(C)CCCC(C)(C)N1O.CC1(C)CCCC(C)(C)N1O.CC1(C)CCCC(C)(C)N1O.COCCNCCOC.COCCNCCOC.COCCNCCOC.COCCNCCOC.COCCNCCOC.CCO.CCO
E_LUMO: 0.0199 hartree
Relative energy (zero: lowest compared OMol25 entry of this formula, charge and spin): 0.0 kcal/mol
Orbital gap: 8.944 eV
Largest force on an atom: 0.071 Eh/bohr



[2]
Below is an isolated molecule of C20H23N3O3, with properties calculated with ωB97M-V with the def2-TZVPD basis set.

Cartesian coordinates (Å):
N (-0.515, 2.251, 3.104)
C (-0.535, 0.900, 3.156)
O (-0.884, 0.303, 4.155)
C (-0.143, 0.285, 1.844)
C (-0.989, 0.631, 0.798)
C (-0.725, 0.251, -0.506)
N (-1.593, 0.660, -1.552)
C (-2.063, 1.952, -1.669)
O (-1.805, 2.854, -0.913)
C (-2.926, 2.035, -2.916)
C (-2.335, 3.109, -3.849)
C (-1.070, 2.601, -4.468)
C (-1.053, 1.380, -4.980)
C (-2.300, 0.553, -4.920)
C (-2.904, 0.626, -3.504)
C (-2.025, -0.180, -2.562)
O (-1.742, -1.343, -2.665)
C (0.414, -0.495, -0.775)
C (1.245, -0.863, 0.258)
C (1.004, -0.503, 1.597)
N (1.913, -0.812, 2.582)
C (3.279, -1.156, 2.249)
C (3.509, -2.667, 2.141)
C (3.087, -3.334, 3.447)
C (1.649, -2.942, 3.772)
C (1.510, -1.418, 3.837)
H (-0.316, 2.742, 2.250)
H (-0.844, 2.772, 3.901)
H (-1.868, 1.221, 1.009)
H (-3.932, 2.344, -2.615)
H (-3.064, 3.331, -4.635)
H (-2.160, 4.018, -3.274)
H (-0.203, 3.242, -4.471)
H (-0.172, 0.954, -5.432)
H (-3.032, 0.939, -5.636)
H (-2.098, -0.491, -5.162)
H (-3.896, 0.167, -3.520)
H (0.636, -0.800, -1.785)
H (2.107, -1.462, 0.017)
H (3.573, -0.642, 1.333)
H (3.905, -0.770, 3.063)
H (4.563, -2.862, 1.932)
H (2.917, -3.078, 1.321)
H (3.177, -4.419, 3.364)
H (3.745, -3.003, 4.255)
H (1.344, -3.370, 4.728)
H (0.980, -3.327, 2.999)
H (0.481, -1.156, 4.069)
H (2.157, -1.024, 4.629)

Results
SMILES: NC(=O)c1cc(N2C(=O)[C@H]3CC=CC[C@H]3C2=O)ccc1N1CCCCC1
E_LUMO: 0.0275 hartree
Relative energy (zero: lowest compared OMol25 entry of this formula, charge and spin): 11.0 kcal/mol
Orbital gap: 8.391 eV
Largest force on an atom: 0.012 Eh/bohr



[3]
Below is C34H57MgO15 as an isolated structure, with properties calculated with ωB97M-V with the def2-TZVPD basis set.

Cartesian coordinates (Å):
Mg (7.764, -30.045, -17.034)
C (6.813, -26.482, -15.131)
C (6.378, -27.172, -16.399)
O (7.160, -28.209, -16.849)
H (6.402, -27.029, -14.282)
H (6.495, -25.440, -15.167)
H (7.893, -26.334, -15.166)
H (6.266, -26.346, -17.101)
H (5.330, -27.468, -16.350)
C (3.109, -23.879, -21.307)
C (2.915, -25.068, -20.283)
C (4.339, -25.492, -19.910)
O (4.975, -25.309, -21.173)
C (4.622, -24.077, -21.776)
H (3.058, -22.903, -20.825)
H (2.309, -23.934, -22.045)
H (2.507, -25.959, -20.759)
H (2.413, -25.026, -19.316)
H (4.460, -26.556, -19.704)
H (4.865, -24.986, -19.101)
H (4.786, -24.009, -22.851)
H (5.194, -23.260, -21.337)
C (11.012, -26.573, -10.701)
C (9.535, -26.543, -10.535)
C (8.997, -27.190, -11.749)
O (10.005, -28.132, -12.002)
C (11.277, -27.891, -11.388)
H (11.538, -26.414, -9.760)
H (11.500, -25.820, -11.320)
H (9.172, -25.519, -10.448)
H (9.458, -27.231, -9.694)
H (8.908, -26.454, -12.548)
H (8.065, -27.714, -11.537)
H (12.186, -27.875, -11.991)
H (11.373, -28.636, -10.599)
O (6.367, -22.386, -16.846)
C (7.527, -22.510, -17.296)
O (7.933, -21.819, -18.366)
C (9.316, -22.106, -18.694)
C (9.799, -23.090, -17.634)
C (8.588, -23.468, -16.780)
H (9.973, -21.258, -18.888)
H (9.251, -22.631, -19.648)
H (10.560, -22.701, -16.957)
H (10.166, -23.961, -18.178)
H (8.863, -23.360, -15.731)
H (8.349, -24.508, -17.004)
O (11.383, -25.089, -20.298)
C (10.351, -25.732, -20.398)
O (9.156, -25.137, -20.668)
C (8.053, -26.044, -20.404)
C (8.675, -27.368, -20.691)
C (10.078, -27.168, -20.225)
H (7.120, -25.893, -20.947)
H (7.790, -25.832, -19.368)
H (8.523, -27.597, -21.746)
H (8.161, -28.131, -20.106)
H (10.720, -27.629, -20.975)
H (10.295, -27.554, -19.229)
O (6.501, -30.377, -18.732)
C (5.921, -31.156, -19.439)
O (4.612, -31.139, -19.441)
C (4.029, -32.196, -20.214)
C (5.199, -32.624, -21.100)
C (6.451, -32.243, -20.387)
H (3.260, -31.812, -20.883)
H (3.617, -33.021, -19.633)
H (4.976, -32.273, -22.107)
H (5.087, -33.708, -21.089)
H (7.310, -31.995, -21.009)
H (6.600, -33.117, -19.753)
O (3.021, -27.637, -13.120)
C (3.007, -28.306, -14.114)
O (2.189, -28.064, -15.206)
C (2.724, -28.718, -16.362)
C (3.569, -29.893, -15.914)
C (3.809, -29.611, -14.404)
H (3.353, -27.969, -16.844)
H (1.988, -29.089, -17.075)
H (4.520, -30.060, -16.420)
H (2.987, -30.778, -16.172)
H (4.813, -29.293, -14.122)
H (3.387, -30.410, -13.795)
O (8.470, -30.161, -15.271)
C (8.985, -30.778, -14.281)
O (8.223, -31.117, -13.285)
C (9.033, -31.667, -12.191)
C (10.357, -32.045, -12.820)
C (10.414, -31.128, -14.011)
H (8.586, -32.545, -11.725)
H (9.189, -30.871, -11.463)
H (10.509, -33.097, -13.064)
H (11.246, -31.855, -12.218)
H (10.798, -31.653, -14.886)
H (10.968, -30.238, -13.714)
O (2.233, -25.193, -16.852)
C (2.612, -24.629, -15.834)
O (3.825, -24.665, -15.320)
C (3.913, -24.169, -14.016)
C (2.664, -23.322, -13.798)
C (1.641, -23.921, -14.866)
H (4.761, -23.483, -14.017)
H (4.062, -24.924, -13.244)
H (2.871, -22.298, -14.109)
H (2.360, -23.218, -12.756)
H (0.996, -23.102, -15.187)
H (1.115, -24.726, -14.353)

Results
E_LUMO (alpha / beta): 0.0149 / 0.0072 hartree
Relative energy (zero: lowest compared OMol25 entry of this formula, charge and spin): 45.0 kcal/mol
Orbital gap (alpha / beta): 4.578 / 7.819 eV
Largest force on an atom: 0.092 Eh/bohr
Spin multiplicity: 2



Question: Which value of largest force on an atom does entry 1 give?
Answer: 0.071 Eh/bohr



Question: The highest largest force on an atom belongs to which entry?
Answer: C34H57MgO15



Question: largest force on an atom of number 1 (C79H182N10O17)?
Answer: 0.071 Eh/bohr